125
Properties=species:S:1:pos:R:3 method="wB97M-V/def2-TZVPD" charge=-1 gap_ev=7.890 e_tot_ev=-85327.72245 lumo_ev=0.80 mol_weight_g_mol=747.65 e_homo_ev=-7.0885
C -1.06311 0.41064 0.21282
C 0.09565 -0.41402 0.59406
O 1.11698 -0.77700 -0.28857
H -1.75191 0.51027 1.05171
H -1.68126 -0.09314 -0.53028
H -0.85030 1.43857 -0.08073
H -0.21822 -1.28936 1.16271
H 0.57594 0.12335 1.41177
O -6.27490 1.36765 0.97014
H -5.78812 2.02490 1.46743
H -6.95953 1.07139 1.56992
O -3.83542 -1.37822 -2.91239
H -4.58735 -0.82864 -2.69151
H -3.82071 -2.05004 -2.23072
O 3.62790 -0.68319 2.04197
H 3.21437 -0.16603 1.35075
H 4.09577 -1.37612 1.57596
O 1.54806 2.02273 4.16262
H 2.09516 1.24494 4.27198
H 1.25876 1.98639 3.25092
O 2.67145 3.48421 -4.10894
H 2.17032 3.60254 -3.30203
H 2.98432 2.58056 -4.06681
O 5.71287 -1.89307 0.36560
H 5.39806 -2.26405 -0.45872
H 6.02830 -1.02031 0.13103
O -2.01581 -1.40162 4.23060
H -2.90630 -1.05931 4.30866
H -2.12856 -2.28738 3.88571
O 3.54159 2.68497 1.75377
H 2.76317 3.02035 2.19853
H 3.22703 2.41349 0.89145
O 2.93592 -4.85418 1.45657
H 2.62496 -4.36063 0.69766
H 2.36180 -4.58106 2.17213
O -6.62287 -2.70527 -1.34703
H -6.23869 -2.97411 -0.51254
H -6.09632 -1.95507 -1.62303
O 5.59597 1.05240 -0.41101
H 5.18492 1.71167 0.14812
H 4.91617 0.81495 -1.04166
O 1.11044 3.45217 -1.79220
H 0.39381 3.17131 -2.36123
H 0.82288 4.29559 -1.44265
O 0.43876 -5.61218 3.99050
H -0.30039 -6.18696 4.18929
H 0.09312 -4.98913 3.35129
O 0.43257 -1.07473 5.41817
H -0.22460 -1.29688 4.75862
H 1.22212 -0.87874 4.91376
O 1.87748 -3.55521 -1.08203
H 1.11818 -3.91228 -1.54268
H 1.64673 -2.64217 -0.91072
O -4.73682 3.48409 1.52839
H -4.61774 3.66909 0.59682
H -3.84981 3.34745 1.86123
O 4.97557 1.25361 3.46909
H 4.76964 0.33626 3.28937
H 4.51719 1.74102 2.78458
O -2.81972 -2.01211 0.94678
H -1.98352 -1.67238 1.26551
H -2.60896 -2.41826 0.10604
O -1.04561 -4.19068 2.31028
H -1.81071 -4.75973 2.22644
H -0.74634 -4.05687 1.41096
O 5.77115 -2.10004 -2.61606
H 5.16413 -1.55261 -2.11799
H 6.16290 -1.50426 -3.25465
O -0.09668 3.35269 2.08547
H -0.30770 3.95681 1.37361
H -0.56237 2.54675 1.86226
O 1.77217 -1.67176 -5.39742
H 1.20616 -1.57726 -4.63130
H 1.18158 -1.57928 -6.14500
O -0.27703 5.32717 -0.40899
H -0.85165 5.85717 0.14340
H -0.78507 5.17306 -1.20547
O -3.27899 2.04174 -2.72679
H -3.41522 1.77402 -1.81795
H -2.62182 1.43122 -3.06089
O -1.31118 5.04312 -2.95212
H -1.34818 5.84446 -3.47434
H -1.23114 4.34007 -3.59674
O -5.57651 0.14650 -1.53907
H -6.46955 0.45253 -1.69738
H -5.49742 0.11997 -0.58551
O -5.69899 -2.83009 1.12495
H -5.37544 -3.55336 1.66201
H -4.97808 -2.20056 1.11071
O -0.57177 2.82592 -4.18370
H -0.80470 1.94614 -3.88713
H -0.13027 2.68766 -5.02167
O -0.12310 3.39544 5.76014
H 0.46693 3.12084 5.05822
H -0.67827 2.63211 5.91937
O 2.88293 -0.36223 4.58230
H 3.52738 -0.88356 5.06097
H 3.28599 -0.20777 3.72795
O -0.08647 5.56779 3.53285
H 0.17615 5.26560 4.40231
H 0.20792 4.87674 2.93954
O -2.55986 -3.72101 -1.76684
H -2.98986 -4.54156 -1.52594
H -1.69979 -3.98719 -2.09188
O -1.47881 -0.10679 -3.82383
H -2.16158 -0.67866 -3.47309
H -0.65822 -0.53163 -3.57405
O 3.73207 -0.77910 -1.57681
H 3.13717 -0.64403 -0.83919
H 3.21434 -0.54820 -2.34808
O 4.14864 -4.14880 -2.83701
H 3.54028 -3.80110 -2.18491
H 4.91553 -3.57908 -2.77762
O 2.43416 1.69918 -0.36425
H 1.92657 2.25243 -0.95796
H 1.96166 0.86687 -0.34895
O 0.61116 -1.64833 -2.98144
H 0.52721 -2.59371 -2.85725
H 0.77290 -1.30429 -2.10297
O -3.88106 4.50033 -0.91648
H -3.30250 5.08114 -0.42235
H -3.32559 4.13930 -1.60738
O -0.27673 -4.47335 -3.06775
H 0.33051 -4.41418 -3.80531
H -0.22686 -5.38758 -2.78859